C5H9NO in the gas phase. Source: OMol25; level of theory: ωB97M-V/def2-TZVPD.

Calculated values
energy relative to the best compared isomer or geometry (same formula, charge and spin) = 98.5 kcal/mol
energy = -8864.9420 eV
molecular weight = 99.133 Da
E_HOMO (spin up / spin down) = -0.370 / -0.370 Eh
E_LUMO (spin up / spin down) = -1.53 / -1.53 eV

XYZ file:
```
16
Properties=species:S:1:pos:R:3:nbo_charge:R:1
C 1.39 0.69 -0.15 -0.5945
C 0.06 -0.05 0.01 -0.1790
C 0.17 -1.17 1.04 -0.5947
C -1.12 0.90 0.26 -0.4425
N -1.52 -0.03 -1.77 -0.2217
C -0.39 -0.59 -1.33 0.5375
O 0.08 -1.43 -2.09 -0.5495
H 2.17 -0.01 -0.49 0.2313
H 1.71 1.12 0.81 0.2121
H 1.32 1.50 -0.89 0.2179
H 0.47 -0.78 2.01 0.2124
H 0.91 -1.90 0.71 0.2319
H -0.79 -1.69 1.15 0.2174
H -1.81 0.57 1.04 0.2335
H -0.85 1.95 0.38 0.2348
H -1.79 0.92 -0.70 0.2532
```

=====

C5H9NO in the gas phase. Source: OMol25; level of theory: ωB97M-V/def2-TZVPD.

Calculated values
energy relative to the best compared isomer or geometry (same formula, charge and spin) = 22.6 kcal/mol
energy = -8868.2340 eV
molecular weight = 99.133 Da
E_HOMO = -0.343 Eh
E_LUMO = 0.88 eV

XYZ file:
```
16
Properties=species:S:1:pos:R:3:nbo_charge:R:1
C 2.30 -0.30 0.13 -0.6096
C 1.02 0.48 -0.14 -0.3049
C -0.09 -0.24 -0.96 -0.1950
N -1.04 0.20 0.04 -0.4272
C -2.43 -0.11 0.20 -0.4156
C -0.09 0.66 0.92 0.6900
O -0.17 1.07 2.06 -0.5987
H 2.10 -1.36 0.29 0.2069
H 2.84 0.09 1.00 0.2277
H 2.96 -0.22 -0.74 0.2129
H 1.25 1.46 -0.57 0.2218
H -0.28 0.12 -1.97 0.1888
H 0.04 -1.33 -0.97 0.1777
H -2.82 0.42 1.07 0.2319
H -2.99 0.22 -0.69 0.2008
H -2.59 -1.18 0.33 0.1924
```

=====

A molecular structure, C5H9NO. Source: OMol25; level of theory: ωB97M-V/def2-TZVPD.

Calculated values
energy relative to the best compared isomer or geometry (same formula, charge and spin) = 119.6 kcal/mol
energy = -8864.0284 eV
molecular weight = 99.133 Da
E_HOMO = -0.309 Eh
E_LUMO = 0.99 eV

XYZ file:
```
16
Properties=species:S:1:pos:R:3:nbo_charge:R:1
C -0.33 -1.87 -0.26 -0.6825
C 0.54 -0.86 0.42 0.6051
N 1.65 -1.04 0.93 -0.7383
O -0.85 -0.07 1.40 -0.6716
C -0.31 0.97 0.82 0.2853
C -0.84 1.72 -0.31 -0.4629
C 0.27 0.78 -0.81 -0.5016
H -0.49 -2.69 0.44 0.2520
H -1.29 -1.46 -0.54 0.2384
H 0.21 -2.25 -1.14 0.2283
H 2.17 -0.28 1.36 0.3762
H 0.56 1.45 1.30 0.1519
H -1.84 1.43 -0.63 0.2298
H -0.64 2.79 -0.37 0.2272
H -0.04 0.14 -1.63 0.2396
H 1.25 1.24 -0.96 0.2232
```

=====

C5H9NO in the gas phase. Source: OMol25; level of theory: ωB97M-V/def2-TZVPD.

Calculated values
energy relative to the best compared isomer or geometry (same formula, charge and spin) = 69.1 kcal/mol
energy = -8866.2150 eV
molecular weight = 99.133 Da
E_HOMO = -0.346 Eh
E_LUMO = 1.09 eV

XYZ file:
```
16
Properties=species:S:1:pos:R:3:nbo_charge:R:1
C -1.59 -1.21 -0.24 -0.6025
C -0.55 -0.15 -0.58 -0.2509
C -0.75 1.31 -0.12 -0.3883
C 0.73 1.38 0.35 -0.4719
C 0.78 -0.12 0.12 0.2266
N 1.55 -1.11 0.24 -0.1462
O 2.79 -0.82 0.78 -0.5635
H -2.48 -1.05 -0.86 0.2097
H -1.88 -1.18 0.81 0.2059
H -1.20 -2.22 -0.45 0.2229
H -0.33 -0.20 -1.66 0.2125
H -1.06 2.02 -0.90 0.2081
H -1.46 1.38 0.71 0.2041
H 0.90 1.75 1.37 0.2299
H 1.39 1.93 -0.33 0.2283
H 3.16 -1.71 0.76 0.4752
```

=====

Among the records above, which one has the highest energy relative to the best compared isomer or geometry (same formula, charge and spin)?
number 3

=====

Which of these has the highest energy?
number 3

=====

Please write out number 3 again, unchanged.
A molecular structure, C5H9NO. Source: OMol25; level of theory: ωB97M-V/def2-TZVPD.

Calculated values
energy relative to the best compared isomer or geometry (same formula, charge and spin) = 119.6 kcal/mol
energy = -8864.0284 eV
molecular weight = 99.133 Da
E_HOMO = -0.309 Eh
E_LUMO = 0.99 eV

XYZ file:
```
16
Properties=species:S:1:pos:R:3:nbo_charge:R:1
C -0.33 -1.87 -0.26 -0.6825
C 0.54 -0.86 0.42 0.6051
N 1.65 -1.04 0.93 -0.7383
O -0.85 -0.07 1.40 -0.6716
C -0.31 0.97 0.82 0.2853
C -0.84 1.72 -0.31 -0.4629
C 0.27 0.78 -0.81 -0.5016
H -0.49 -2.69 0.44 0.2520
H -1.29 -1.46 -0.54 0.2384
H 0.21 -2.25 -1.14 0.2283
H 2.17 -0.28 1.36 0.3762
H 0.56 1.45 1.30 0.1519
H -1.84 1.43 -0.63 0.2298
H -0.64 2.79 -0.37 0.2272
H -0.04 0.14 -1.63 0.2396
H 1.25 1.24 -0.96 0.2232
```